# 1
{
  "formula": "C4H5IN2O",
  "method": "ωB97M-V with the def2-TZVPD basis set",
  "total_charge": 0,
  "fmax_ha_per_bohr": 0.109,
  "e_homo_ev": [-8.24, -8.20],
  "orbital_gap_ev": [5.1, 5.0],
  "e_above_lowest_kj_mol": 684.2,
  "elements": ["I", "C", "C", "H", "H", "H", "H", "O", "C", "N", "N", "H", "C"],
  "positions_angstrom": [[4.37461, -0.49959, -2.12796], [-0.07128, -2.18754, -0.73398], [1.72527, -1.19194, -0.52261], [-1.23427, -0.44200, 0.17233], [0.26395, 0.83328, 1.65756], [0.54480, 1.82012, 0.34808], [1.87296, 1.17770, 1.09297], [3.02761, 0.77871, -2.28358], [0.93888, 0.83627, 0.73929], [0.86071, -0.33396, 0.02661], [1.24818, -2.28987, -1.01947], [-0.89770, -2.95529, -1.11266], [-0.34470, -0.92199, -0.23017]],
  "nbo_charge": [0.817, -0.079, 0.499, 0.220, 0.207, 0.222, 0.238, -0.905, -0.415, -0.425, -0.496, 0.222, -0.105]
}

***

# 2
{
  "formula": "C4H5IO",
  "method": "ωB97M-V with the def2-TZVPD basis set",
  "total_charge": 0,
  "fmax_ha_per_bohr": 0.156,
  "smiles": "C=C/C(I)=C\\O",
  "e_homo_ev": -8.73,
  "orbital_gap_ev": 9.1,
  "e_above_lowest_kj_mol": 213.8,
  "elements": ["H", "C", "C", "H", "O", "H", "I", "H", "C", "H", "C"],
  "positions_angstrom": [[-0.88087, -1.86595, -0.19604], [1.34477, -0.55814, 0.01464], [0.06187, 0.40673, 0.13726], [-0.74428, -0.07812, 0.50675], [-0.09241, -2.38653, -0.02981], [0.21412, 2.46256, -0.36067], [3.35199, 0.21102, -0.01657], [1.89680, -2.59932, -0.20045], [-0.38465, 1.72083, -0.12094], [-1.44645, 1.69977, 0.05972], [1.12246, -1.81671, -0.11568]],
  "nbo_charge": [0.494, -0.259, -0.207, 0.161, -0.684, 0.193, 0.131, 0.204, -0.361, 0.207, 0.121]
}

***

# 3
{
  "formula": "C4H5IO2",
  "method": "ωB97M-V with the def2-TZVPD basis set",
  "total_charge": 0,
  "fmax_ha_per_bohr": 0.079,
  "smiles": "C/C=C/I.O=C=O",
  "e_homo_ev": -9.01,
  "orbital_gap_ev": 9.3,
  "e_above_lowest_kj_mol": 0.0,
  "elements": ["O", "I", "O", "H", "C", "C", "H", "C", "H", "H", "C", "H"],
  "positions_angstrom": [[0.60157, -2.82191, -1.82551], [2.80224, 1.86868, -0.42981], [1.39318, -2.88680, 0.33318], [0.94621, 0.05901, -0.86448], [1.00811, -2.94206, -0.75494], [-0.20152, 1.32376, 0.44998], [-0.18111, 2.33014, 0.89976], [0.80017, 0.93572, -0.36957], [-1.55091, -0.08010, 1.42044], [-2.16265, 1.43914, 0.82920], [-1.53381, 0.66483, 0.59322], [-1.92149, 0.10958, -0.28148]],
  "nbo_charge": [-0.510, 0.047, -0.507, 0.183, 1.018, -0.200, 0.213, -0.266, 0.227, 0.218, -0.646, 0.223]
}

***

# 4
{
  "formula": "C4H5N",
  "method": "ωB97M-V with the def2-TZVPD basis set",
  "total_charge": 0,
  "fmax_ha_per_bohr": 0.034,
  "smiles": "C=C(C)C#N",
  "e_homo_ev": -10.24,
  "orbital_gap_ev": 10.9,
  "e_above_lowest_kj_mol": 70.5,
  "elements": ["H", "C", "C", "C", "H", "C", "N", "H", "H", "H"],
  "positions_angstrom": [[0.35529, 2.24911, 0.02044], [0.19575, 0.15626, -0.00253], [1.64332, 0.01393, -0.05868], [-0.30629, 1.38728, 0.01778], [-1.35843, 1.52177, -0.03296], [-0.65342, -1.03729, 0.00875], [2.78982, -0.12402, 0.02878], [-0.41738, -1.72739, -0.79279], [-0.51822, -1.65035, 0.91314], [-1.73044, -0.78929, -0.10192]],
  "nbo_charge": [0.214, -0.123, 0.260, -0.305, 0.201, -0.631, -0.303, 0.230, 0.232, 0.224]
}

***

# 5
{
  "formula": "C4H5N2",
  "method": "ωB97M-V with the def2-TZVPD basis set",
  "total_charge": 1,
  "fmax_ha_per_bohr": 0.121,
  "smiles": "C=C1CC=[N+]=N1",
  "e_homo_ev": [-15.29, -15.29],
  "orbital_gap_ev": [7.3, 7.3],
  "e_above_lowest_kj_mol": 331.9,
  "elements": ["H", "N", "H", "C", "H", "H", "C", "C", "H", "C", "N"],
  "positions_angstrom": [[1.06081, 2.46875, -0.19215], [-1.03065, 1.11466, 0.10143], [-1.90106, -1.87304, -0.15827], [1.42644, 1.36806, -0.08191], [2.39451, 1.07128, -0.33664], [0.77496, -1.52502, -0.53053], [0.04874, -0.89837, 0.08142], [0.33483, 0.55341, 0.16903], [0.13860, -1.46123, 1.00416], [-1.38385, -1.03366, -0.02450], [-1.86332, 0.21516, -0.03204]],
  "nbo_charge": [0.271, 0.066, 0.236, -0.075, 0.242, 0.347, -0.610, 0.017, 0.353, 0.360, -0.208]
}

***

# 6
{
  "formula": "C4H5N2",
  "method": "ωB97M-V with the def2-TZVPD basis set",
  "total_charge": 1,
  "fmax_ha_per_bohr": 0.141,
  "smiles": "C=C=C1NC1=[NH2+]",
  "e_homo_ev": -14.07,
  "orbital_gap_ev": 9.0,
  "e_above_lowest_kj_mol": 339.2,
  "elements": ["N", "C", "C", "H", "H", "C", "N", "H", "C", "H", "H"],
  "positions_angstrom": [[1.77989, -0.98743, -0.02078], [-0.79350, -1.09265, -0.07752], [0.35121, -0.51957, 0.25896], [-2.41798, -2.16004, -0.77854], [3.22159, 1.20213, -0.06118], [-1.72013, -1.94376, -0.06640], [2.21619, 1.36270, -0.03626], [-1.85576, -2.55924, 0.88122], [1.39413, 0.29773, 0.09283], [2.25629, -1.65184, -0.57847], [2.11122, 2.47280, 0.09543]],
  "nbo_charge": [-0.510, 0.105, 0.038, 0.253, 0.439, -0.335, -0.728, 0.270, 0.537, 0.455, 0.475]
}

***

# 7
{
  "formula": "C4H5N2",
  "method": "ωB97M-V with the def2-TZVPD basis set",
  "total_charge": 1,
  "fmax_ha_per_bohr": 0.089,
  "e_homo_ev": -15.68,
  "orbital_gap_ev": 9.7,
  "e_above_lowest_kj_mol": 433.0,
  "elements": ["N", "C", "C", "C", "H", "C", "H", "H", "N", "H", "H"],
  "positions_angstrom": [[1.01613, -0.74828, 0.01584], [-0.13624, 0.86435, 0.28282], [-0.21651, -0.57416, 0.49039], [1.34853, 0.79044, 0.00749], [1.89736, 1.16771, 0.78558], [-1.68998, -0.47181, 0.02324], [1.65658, -1.38788, -0.42287], [-2.38769, -0.67183, 0.83843], [-1.27511, 0.87033, -0.30878], [1.61625, 1.13525, -0.87896], [-1.82932, -0.97411, -0.83318]],
  "nbo_charge": [-0.446, 0.227, 0.367, -0.185, 0.250, -0.220, 0.459, 0.270, -0.203, 0.239, 0.241]
}

***

# 8
{
  "formula": "C4H5N2O",
  "method": "ωB97M-V with the def2-TZVPD basis set",
  "total_charge": 1,
  "fmax_ha_per_bohr": 0.092,
  "smiles": "C=C/C=C\\N=[N+]=O",
  "e_homo_ev": [-14.32, -14.32],
  "orbital_gap_ev": [8.5, 8.5],
  "e_above_lowest_kj_mol": 482.3,
  "elements": ["N", "C", "O", "C", "H", "C", "H", "H", "H", "C", "N", "H"],
  "positions_angstrom": [[-0.71670, -1.34915, -0.23744], [0.23745, 0.64277, -1.09193], [-1.98921, -2.51213, 1.16302], [0.71314, 0.73089, 1.33530], [1.18589, 1.51650, 1.85926], [0.46255, 1.29559, 0.17874], [-0.40543, -0.99147, -2.23743], [0.68635, 1.21850, -1.80335], [0.67395, 2.32642, 0.08685], [-0.19801, -0.63665, -1.22835], [-1.39710, -1.90476, 0.44093], [0.74712, -0.33650, 1.53440]],
  "nbo_charge": [0.045, -0.023, -0.112, -0.279, 0.244, -0.264, 0.276, 0.249, 0.229, -0.182, 0.619, 0.199]
}

***

# 9
{
  "formula": "C4H5N2O",
  "method": "ωB97M-V with the def2-TZVPD basis set",
  "total_charge": 1,
  "fmax_ha_per_bohr": 0.083,
  "smiles": "C=[N+]=CCC#[N+][O-]",
  "e_homo_ev": -13.95,
  "orbital_gap_ev": 8.6,
  "e_above_lowest_kj_mol": 387.2,
  "elements": ["C", "N", "N", "H", "H", "H", "O", "C", "C", "H", "H", "C"],
  "positions_angstrom": [[2.97026, 0.53458, -0.78333], [3.37848, 0.02504, 0.17310], [-0.43436, 0.44373, 0.08420], [1.21191, -0.15148, -1.96062], [1.59888, 1.61461, -1.96792], [-1.22319, -1.05011, 1.27896], [4.10643, -0.51637, 0.90813], [-1.33442, -0.25275, 0.54732], [1.58510, 0.70792, -1.29180], [-2.18666, -0.23129, -0.17160], [0.72753, 2.13647, 0.12019], [0.59484, 1.12094, -0.27255]],
  "nbo_charge": [0.124, 0.239, -0.242, 0.281, 0.290, 0.265, -0.272, 0.085, -0.545, 0.250, 0.262, 0.263]
}

***

# 10
{
  "formula": "C4H5N2O2P",
  "method": "ωB97M-V with the def2-TZVPD basis set",
  "total_charge": 0,
  "fmax_ha_per_bohr": 0.086,
  "smiles": "NC1=[PH]=C([N+](=O)[O-])C=C1",
  "e_homo_ev": -8.24,
  "orbital_gap_ev": 8.3,
  "e_above_lowest_kj_mol": 0.0,
  "elements": ["H", "H", "C", "O", "H", "N", "C", "P", "H", "C", "H", "C", "O", "N"],
  "positions_angstrom": [[-1.04874, -3.03132, -0.38105], [2.01292, -0.98546, -0.99450], [1.11088, -0.55476, -0.60154], [0.00064, 3.56885, 0.37135], [-1.13761, -0.56067, 1.66947], [-0.12583, -2.63201, -0.40433], [0.98370, 0.83205, -0.31303], [-1.37445, -0.22467, 0.33590], [1.75505, 1.55510, -0.51573], [-0.00060, -1.28475, -0.28787], [0.56155, -3.13072, -0.94520], [-0.20311, 1.13230, 0.25096], [-1.80651, 2.66141, 1.17500], [-0.72788, 2.65466, 0.64057]],
  "nbo_charge": [0.392, 0.216, -0.375, -0.368, 0.009, -0.791, -0.166, 0.569, 0.244, -0.003, 0.391, -0.301, -0.381, 0.563]
}